# 1
{
  "formula": "C26H22N2O8",
  "method": "wB97M-V/def2-TZVPD",
  "elements": ["C", "C", "O", "N", "C", "C", "C", "C", "N", "C", "O", "C", "O", "C", "O", "C", "C", "C", "C", "C", "C", "C", "O", "C", "O", "C", "C", "C", "C", "C", "C", "C", "O", "O", "C", "C", "H", "H", "H", "H", "H", "H", "H", "H", "H", "H", "H", "H", "H", "H", "H", "H", "H", "H", "H", "H", "H", "H"],
  "xyz": [[1.695, 4.894, -7.180], [1.078, 4.137, -6.019], [-0.036, 4.355, -5.604], [1.928, 3.196, -5.512], [1.730, 2.307, -4.451], [2.775, 1.446, -4.118], [2.651, 0.542, -3.082], [1.466, 0.485, -2.356], [1.263, -0.400, -1.291], [2.108, -1.319, -0.789], [3.223, -1.583, -1.177], [1.484, -2.054, 0.419], [1.076, -1.067, 1.348], [0.945, -1.461, 2.638], [1.307, -2.536, 3.038], [0.272, -0.428, 3.456], [-0.144, -0.780, 4.738], [-0.840, 0.128, 5.512], [-1.119, 1.391, 5.013], [-0.696, 1.748, 3.742], [-0.004, 0.843, 2.960], [0.238, -2.904, -0.009], [-0.828, -2.708, 0.894], [-1.512, -1.557, 0.800], [-1.349, -0.760, -0.100], [-2.446, -1.367, 1.924], [-3.140, -0.162, 2.015], [-3.972, 0.074, 3.092], [-4.117, -0.889, 4.078], [-3.434, -2.092, 3.985], [-2.597, -2.337, 2.914], [0.555, -4.396, -0.026], [-0.111, -5.246, 0.483], [1.669, -4.626, -0.716], [0.419, 1.343, -2.688], [0.544, 2.246, -3.724], [0.980, 5.624, -7.548], [1.951, 4.208, -7.984], [2.596, 5.410, -6.856], [2.835, 3.121, -5.952], [3.699, 1.484, -4.678], [3.465, -0.118, -2.834], [0.345, -0.319, -0.851], [2.239, -2.702, 0.879], [0.081, -1.770, 5.102], [-1.168, -0.146, 6.503], [-1.666, 2.100, 5.617], [-0.910, 2.734, 3.360], [0.325, 1.114, 1.969], [-0.075, -2.605, -1.021], [-3.009, 0.574, 1.238], [-4.507, 1.009, 3.165], [-4.765, -0.702, 4.921], [-3.553, -2.840, 4.754], [-2.057, -3.267, 2.835], [1.885, -5.573, -0.721], [-0.502, 1.294, -2.127], [-0.269, 2.905, -3.975]],
  "forces_ev_per_a": [[-0.2, 0.1, 0.0], [0.4, 0.1, -0.4], [-0.3, 0.0, 0.1], [0.4, -0.1, -0.2], [-0.1, -0.2, 0.3], [-0.3, 0.2, -0.1], [0.0, -0.1, 0.1], [0.1, 0.2, -0.3], [-0.5, 0.2, 0.0], [-0.2, -0.2, 0.6], [0.3, -0.1, -0.1], [0.4, -0.4, 0.0], [0.0, 0.2, 0.0], [0.2, -0.3, 0.2], [0.0, 0.1, -0.1], [-0.1, 0.2, 0.2], [0.2, 0.0, -0.2], [0.0, 0.0, 0.0], [0.0, 0.0, 0.0], [0.0, 0.1, 0.0], [0.1, -0.1, 0.0], [0.1, 0.1, -0.3], [0.0, -0.2, 0.1], [0.0, 0.2, -0.4], [-0.1, -0.1, 0.1], [-0.3, 0.0, 0.3], [0.1, -0.2, -0.1], [-0.1, 0.0, 0.0], [0.0, -0.1, 0.0], [-0.1, 0.0, 0.1], [0.0, 0.1, -0.2], [-0.4, 0.0, 0.2], [-0.1, -0.1, 0.1], [0.6, 0.2, -0.4], [0.3, -0.2, 0.0], [-0.1, 0.1, -0.1], [0.0, 0.0, 0.0], [0.1, 0.0, -0.1], [0.1, 0.0, 0.0], [-0.2, 0.1, 0.0], [0.1, 0.0, -0.1], [0.0, 0.0, 0.0], [0.2, -0.2, 0.0], [-0.1, 0.2, -0.2], [0.0, -0.1, 0.0], [0.0, 0.0, 0.1], [-0.1, 0.1, 0.1], [0.0, 0.1, 0.0], [0.0, 0.0, -0.1], [0.1, -0.1, 0.2], [0.0, 0.1, -0.1], [0.0, 0.1, 0.0], [-0.1, 0.0, 0.1], [0.0, -0.1, 0.1], [0.1, -0.1, 0.0], [-0.3, 0.2, 0.1], [-0.1, 0.0, 0.1], [0.0, 0.0, 0.0]],
  "nbo_charge": [-0.713, 0.684, -0.603, -0.601, 0.138, -0.233, -0.221, 0.116, -0.622, 0.668, -0.589, -0.014, -0.519, 0.785, -0.580, -0.127, -0.164, -0.219, -0.180, -0.221, -0.178, -0.032, -0.484, 0.807, -0.637, -0.133, -0.160, -0.221, -0.175, -0.221, -0.168, 0.778, -0.556, -0.676, -0.168, -0.255, 0.242, 0.226, 0.226, 0.394, 0.205, 0.255, 0.440, 0.245, 0.236, 0.218, 0.216, 0.218, 0.233, 0.235, 0.233, 0.218, 0.216, 0.219, 0.242, 0.509, 0.210, 0.258],
  "smiles": "CC(=O)Nc1ccc(NC(=O)[C@@H](OC(=O)c2ccccc2)[C@H](OC(=O)c2ccccc2)C(=O)O)cc1",
  "mol_weight_g_mol": 490.5,
  "e_above_lowest_kcal_mol": 0.0
}

=====

# 2
{
  "formula": "C26H22N2S2W",
  "method": "wB97M-V/def2-TZVPD",
  "elements": ["W", "C", "C", "C", "C", "C", "C", "C", "C", "S", "C", "N", "C", "C", "C", "C", "C", "C", "C", "C", "H", "H", "H", "H", "H", "H", "H", "H", "H", "H", "H", "H", "H", "H", "H", "H", "S", "C", "C", "C", "C", "C", "C", "C", "C", "C", "N", "H", "H", "H", "H", "H", "H"],
  "xyz": [[-0.070, 0.399, -0.356], [1.060, 0.729, -7.338], [0.586, 1.685, -6.234], [-0.062, 2.920, -6.875], [1.794, 2.130, -5.414], [-0.455, 0.970, -5.372], [-1.641, 0.500, -5.979], [-2.627, -0.158, -5.283], [-2.426, -0.349, -3.916], [-3.465, -1.143, -2.770], [-2.378, -0.865, -1.531], [-1.267, -0.196, -1.914], [-1.275, 0.106, -3.300], [-0.279, 0.760, -4.016], [-2.484, -1.235, -0.123], [-3.551, -1.925, 0.428], [-3.533, -2.213, 1.787], [-2.475, -1.794, 2.586], [-1.418, -1.071, 2.045], [-1.405, -0.791, 0.678], [1.796, 1.230, -7.967], [0.238, 0.417, -7.983], [1.524, -0.167, -6.920], [0.668, 3.433, -7.503], [-0.413, 3.627, -6.120], [-0.907, 2.654, -7.510], [2.504, 2.639, -6.066], [2.321, 1.285, -4.963], [1.517, 2.837, -4.626], [-1.783, 0.657, -7.039], [-3.519, -0.508, -5.784], [0.630, 1.090, -3.530], [-4.388, -2.248, -0.180], [-4.352, -2.765, 2.227], [-2.480, -2.028, 3.642], [-0.614, -0.741, 2.690], [4.130, -0.163, 0.888], [3.777, -1.562, -0.036], [2.496, -1.580, -0.490], [1.805, -0.374, -0.154], [2.607, 0.487, 0.591], [2.106, 1.784, 1.068], [2.846, 2.770, 1.682], [2.221, 3.951, 2.054], [0.869, 4.133, 1.793], [0.182, 3.120, 1.167], [0.782, 1.965, 0.812], [4.536, -2.319, -0.161], [2.082, -2.394, -1.066], [3.901, 2.616, 1.871], [2.791, 4.730, 2.544], [0.357, 5.043, 2.068], [-0.873, 3.210, 0.946]],
  "forces_ev_per_a": [[0.2, -0.8, 0.2], [0.0, 0.0, 0.0], [-0.1, -0.1, 0.1], [0.0, 0.1, 0.0], [0.1, 0.0, 0.0], [0.0, 0.0, -0.1], [0.1, 0.0, 0.0], [0.0, 0.0, 0.1], [-0.2, -0.1, -0.2], [-0.3, -0.2, -0.2], [0.3, 0.2, 0.2], [0.1, 0.2, -0.4], [0.0, -0.2, 0.5], [0.0, 0.0, 0.0], [0.0, 0.2, -0.2], [0.0, -0.1, 0.1], [0.0, 0.0, 0.0], [0.0, 0.0, 0.1], [-0.1, 0.0, -0.1], [0.3, 0.3, 0.1], [0.0, 0.0, 0.0], [0.0, 0.0, 0.0], [0.0, 0.0, 0.0], [0.0, 0.0, 0.0], [0.0, 0.0, 0.0], [0.0, 0.0, 0.0], [0.0, 0.0, 0.0], [0.0, 0.0, 0.0], [0.0, 0.0, 0.0], [0.0, 0.0, 0.0], [0.0, 0.0, 0.0], [0.0, 0.0, 0.1], [0.0, 0.0, 0.0], [0.0, 0.0, 0.0], [0.0, 0.0, 0.0], [0.0, 0.0, 0.0], [0.4, 0.0, 0.0], [0.0, -0.2, 0.2], [0.1, 0.2, -0.1], [-0.5, 0.0, -0.3], [-0.2, 0.4, 0.1], [-0.1, -0.2, -0.2], [0.1, 0.0, 0.1], [0.0, 0.1, 0.0], [0.1, 0.1, 0.0], [0.1, -0.2, 0.0], [-0.1, 0.4, 0.2], [0.0, 0.0, 0.0], [0.0, 0.0, 0.0], [0.0, 0.0, 0.0], [0.0, 0.0, 0.0], [0.0, 0.0, 0.0], [-0.1, 0.0, 0.0]],
  "nbo_charge": [1.732, -0.598, -0.093, -0.598, -0.612, 0.046, -0.116, -0.201, -0.233, 0.629, 0.075, -0.618, 0.110, -0.207, -0.046, -0.166, -0.151, -0.160, -0.169, -0.369, 0.230, 0.214, 0.215, 0.230, 0.213, 0.214, 0.239, 0.206, 0.202, 0.231, 0.250, 0.215, 0.239, 0.250, 0.248, 0.230, 0.611, -0.367, -0.210, -0.415, -0.264, 0.215, -0.210, -0.071, -0.230, 0.087, -0.567, 0.276, 0.253, 0.257, 0.259, 0.265, 0.227],
  "mol_weight_g_mol": 610.5,
  "total_charge": 2,
  "s2": 2.023,
  "e_above_lowest_kcal_mol": 0.0,
  "spin_multiplicity": 3
}

=====

# 3
{
  "formula": "C26H22N6PTl",
  "method": "wB97M-V/def2-TZVPD",
  "elements": ["Tl", "N", "C", "N", "C", "N", "N", "C", "N", "C", "C", "C", "C", "C", "N", "H", "H", "H", "H", "H", "H", "H", "H", "C", "C", "C", "C", "C", "C", "P", "C", "C", "C", "C", "C", "C", "C", "C", "C", "C", "C", "C", "H", "H", "H", "H", "H", "H", "H", "H", "H", "H", "H", "H", "H", "H"],
  "xyz": [[-1.478, -1.375, 0.810], [-3.857, 1.134, 1.646], [-4.248, 0.787, 0.416], [-5.467, 1.108, -0.007], [-5.728, 0.754, -1.265], [-6.946, 1.059, -1.753], [-4.878, 0.132, -2.097], [-3.702, -0.165, -1.562], [-3.340, 0.111, -0.318], [-2.700, -0.853, -2.412], [-3.040, -1.272, -3.694], [-2.084, -1.905, -4.467], [-0.816, -2.087, -3.935], [-0.571, -1.646, -2.647], [-1.486, -1.053, -1.888], [-4.451, 1.702, 2.222], [-2.883, 0.984, 1.877], [-7.649, 1.399, -1.124], [-7.196, 0.707, -2.658], [-4.042, -1.086, -4.051], [-2.324, -2.256, -5.462], [-0.035, -2.566, -4.510], [0.403, -1.780, -2.186], [5.445, -2.538, 2.051], [5.482, -1.427, 1.223], [4.306, -0.832, 0.785], [3.075, -1.349, 1.174], [3.046, -2.480, 1.994], [4.220, -3.065, 2.437], [1.436, -0.672, 0.713], [1.854, 0.708, -0.413], [1.578, 2.041, -0.130], [1.803, 3.018, -1.092], [2.302, 2.674, -2.339], [2.590, 1.347, -2.627], [2.359, 0.371, -1.672], [0.879, 0.173, 2.230], [1.757, 0.548, 3.248], [1.280, 1.261, 4.335], [-0.059, 1.624, 4.368], [-0.911, 1.247, 3.338], [-0.503, 0.476, 2.238], [6.367, -2.992, 2.392], [6.434, -1.009, 0.920], [4.351, 0.046, 0.153], [2.087, -2.889, 2.294], [4.180, -3.931, 3.086], [1.184, 2.317, 0.839], [1.587, 4.055, -0.869], [2.461, 3.436, -3.092], [2.985, 1.072, -3.598], [2.585, -0.669, -1.889], [2.807, 0.290, 3.196], [1.943, 1.536, 5.146], [-0.447, 2.199, 5.201], [-1.944, 1.580, 3.424]],
  "forces_ev_per_a": [[-0.2, -0.4, 0.5], [0.1, -0.1, 0.0], [0.0, 0.0, -0.2], [-0.1, 0.1, 0.0], [0.1, -0.1, 0.2], [0.0, 0.0, 0.0], [0.0, -0.1, -0.2], [-0.3, 0.3, 0.4], [0.0, 0.1, -0.2], [0.2, -0.3, -0.3], [-0.1, 0.1, 0.1], [0.1, 0.0, 0.1], [-0.1, 0.0, -0.2], [0.1, 0.0, 0.2], [-0.2, 0.2, -0.3], [0.0, 0.0, 0.0], [0.0, 0.1, 0.0], [0.0, 0.0, 0.0], [0.0, 0.0, 0.0], [0.0, 0.0, 0.0], [0.0, 0.0, 0.0], [0.0, 0.0, 0.0], [0.0, 0.0, 0.0], [0.0, 0.0, 0.0], [0.1, 0.0, 0.0], [0.0, 0.0, 0.1], [-0.1, -0.1, 0.0], [0.0, 0.0, 0.0], [0.0, 0.0, 0.1], [0.3, 0.3, 0.1], [-0.1, -0.2, -0.1], [0.0, 0.0, 0.0], [0.0, 0.0, -0.1], [0.0, 0.0, 0.0], [0.0, -0.1, 0.0], [0.0, 0.1, 0.1], [-0.1, 0.0, -0.1], [0.0, 0.0, 0.0], [0.0, 0.0, 0.1], [-0.1, 0.0, 0.0], [-0.2, -0.1, -0.1], [0.3, -0.1, 0.0], [0.0, 0.0, 0.0], [0.0, 0.0, 0.0], [0.0, 0.0, 0.0], [0.0, 0.0, 0.0], [0.0, 0.0, 0.0], [0.0, 0.0, 0.0], [0.0, 0.0, 0.0], [0.0, 0.0, 0.0], [0.0, 0.0, 0.0], [0.0, 0.0, -0.1], [0.0, 0.0, 0.0], [0.0, 0.0, 0.0], [0.0, 0.0, 0.0], [0.0, 0.0, 0.1]],
  "nbo_charge": [0.550, -0.775, 0.611, -0.579, 0.599, -0.773, -0.574, 0.455, -0.582, 0.138, -0.204, -0.165, -0.238, 0.051, -0.418, 0.409, 0.434, 0.407, 0.405, 0.244, 0.221, 0.224, 0.206, -0.215, -0.198, -0.220, -0.345, -0.140, -0.229, 0.830, -0.351, -0.145, -0.210, -0.216, -0.216, -0.212, -0.307, -0.240, -0.238, -0.211, -0.266, -0.450, 0.213, 0.211, 0.224, 0.209, 0.214, 0.221, 0.212, 0.212, 0.212, 0.209, 0.212, 0.208, 0.204, 0.170],
  "mol_weight_g_mol": 653.9,
  "e_above_lowest_kcal_mol": 0.0
}

=====

# 4
{
  "formula": "C26H22NNiPS4",
  "method": "wB97M-V/def2-TZVPD",
  "elements": ["Ni", "S", "C", "C", "C", "C", "C", "C", "C", "C", "C", "N", "H", "H", "H", "H", "H", "H", "S", "C", "S", "S", "C", "C", "C", "C", "C", "C", "C", "C", "H", "H", "H", "H", "H", "C", "P", "C", "C", "C", "C", "C", "C", "C", "H", "H", "H", "H", "H", "H", "H", "H", "H", "H", "H"],
  "xyz": [[-0.452, 0.179, 0.156], [0.575, 4.419, -0.452], [2.088, 3.669, -0.019], [1.926, 2.478, 0.586], [0.548, 2.104, 0.776], [-0.326, 3.048, 0.168], [-1.677, 2.832, -0.126], [-2.569, 3.839, -0.593], [-3.860, 3.514, -0.898], [-4.296, 2.182, -0.761], [-3.365, 1.254, -0.333], [-2.109, 1.534, -0.018], [3.013, 4.173, -0.245], [2.737, 1.852, 0.927], [-2.214, 4.857, -0.690], [-4.543, 4.281, -1.247], [-5.304, 1.878, -1.005], [-3.637, 0.205, -0.260], [1.141, -2.907, -2.704], [0.853, -1.500, -1.793], [1.623, -1.178, -0.281], [-0.389, -0.361, -2.202], [0.172, 1.209, 1.830], [0.154, 0.874, 3.024], [0.070, 0.391, 4.325], [-1.111, 0.532, 5.099], [-1.190, 0.028, 6.382], [-0.111, -0.632, 6.968], [1.060, -0.777, 6.221], [1.159, -0.285, 4.939], [-1.958, 1.041, 4.657], [-2.113, 0.148, 6.938], [-0.182, -1.029, 7.973], [1.910, -1.300, 6.649], [2.061, -0.433, 4.360], [-2.289, -2.692, -0.343], [-1.486, -1.670, 0.949], [-2.869, -1.469, 2.147], [-0.489, -2.945, 1.802], [0.231, -3.887, 1.068], [1.039, -4.810, 1.713], [1.157, -4.796, 3.096], [0.463, -3.847, 3.833], [-0.356, -2.931, 3.188], [-1.586, -2.843, -1.162], [-3.136, -2.132, -0.743], [-2.636, -3.651, 0.051], [-3.318, -2.424, 2.430], [-3.624, -0.828, 1.689], [-2.508, -0.959, 3.039], [0.216, -3.866, -0.015], [1.610, -5.516, 1.122], [1.804, -5.508, 3.597], [0.562, -3.805, 4.911], [-0.875, -2.190, 3.779]],
  "forces_ev_per_a": [[0.3, -0.2, -0.5], [0.0, 0.0, 0.0], [0.0, 0.0, 0.0], [0.0, -0.1, -0.1], [-0.1, 0.0, 0.2], [0.0, 0.1, 0.0], [0.0, 0.0, 0.0], [0.0, 0.0, 0.0], [-0.1, 0.0, 0.0], [0.0, 0.0, 0.0], [0.0, 0.0, 0.0], [0.0, 0.1, 0.1], [0.1, 0.0, 0.0], [0.0, 0.0, 0.0], [0.0, 0.0, 0.0], [0.0, 0.0, 0.0], [0.0, 0.0, 0.0], [0.0, 0.0, 0.0], [0.1, 0.1, 0.0], [-0.3, -0.1, 0.2], [0.0, 0.0, -0.1], [0.1, 0.0, 0.0], [0.2, 0.3, 0.2], [-0.1, 0.0, -0.1], [0.0, -0.1, 0.0], [0.0, 0.0, 0.0], [0.0, 0.0, 0.0], [0.0, 0.0, 0.0], [0.0, 0.0, 0.0], [0.0, 0.0, 0.0], [0.0, 0.0, 0.0], [0.0, 0.0, 0.0], [0.0, 0.0, 0.0], [0.0, 0.0, 0.0], [0.0, 0.0, 0.0], [0.0, 0.0, 0.1], [-0.1, -0.2, 0.1], [0.0, 0.0, 0.0], [-0.1, 0.1, 0.1], [0.1, 0.0, -0.1], [0.0, 0.0, 0.0], [0.0, 0.0, 0.0], [0.0, -0.1, 0.0], [0.0, -0.1, 0.0], [0.0, 0.0, 0.0], [0.0, 0.0, 0.0], [0.0, 0.0, 0.0], [0.0, 0.0, 0.0], [0.0, 0.0, 0.0], [0.0, 0.0, 0.0], [0.0, 0.0, 0.0], [0.0, 0.0, 0.0], [0.0, 0.0, 0.0], [0.0, 0.0, 0.0], [0.0, 0.1, 0.1]],
  "nbo_charge": [0.745, 0.288, -0.432, -0.168, -0.240, -0.237, 0.129, -0.260, -0.191, -0.375, 0.085, -0.535, 0.211, 0.227, 0.201, 0.189, 0.196, 0.178, -0.385, -0.507, -0.337, -0.369, -0.106, -0.008, -0.143, -0.200, -0.232, -0.311, -0.219, -0.215, 0.203, 0.191, 0.189, 0.194, 0.215, -0.960, 0.881, -0.956, -0.234, -0.207, -0.222, -0.238, -0.220, -0.249, 0.279, 0.224, 0.202, 0.207, 0.226, 0.239, 0.248, 0.203, 0.189, 0.200, 0.215],
  "mol_weight_g_mol": 566.4,
  "total_charge": -2,
  "s2": 2.061,
  "spin_multiplicity": 3
}

=====

no.,total energy (eV)
1,-46681.818
2,-53779.629
3,-50242.961
4,-122481.922